No. 1
Formula: C2H9NO3Si
Source: OMol25
Level of theory: ωB97M-V with the def2-TZVPD basis set

## Properties
F_max: 5.41 eV/Å
LUMO: 0.654 eV
energy relative to the best compared isomer or geometry (same formula, charge and spin): 178.8 kJ/mol
structure (SMILES): CNO[Si](C)(O)O

```
! RIJCOSX wB97M-V def2-TZVPD def2/J DEFGRID3
* xyz 0 1
C -0.47 -2.30 0.89
N -0.89 -0.89 0.93
O 0.25 0.04 1.03
Si 0.72 1.12 -0.20
C -0.53 0.96 -1.50
O 2.24 0.83 -0.74
O 0.95 2.64 0.50
H -0.77 -2.74 1.87
H -1.12 -2.73 0.19
H 0.58 -2.39 0.81
H -1.34 -0.61 1.82
H -0.33 1.80 -2.14
H -0.31 0.20 -2.07
H -1.55 1.04 -1.25
H 2.79 1.61 -0.74
H 0.21 2.95 1.09
*
```

natural (NBO) population analysis, charges in e, atoms 1 to 6: -0.442, -0.330, -0.800, 2.250, -1.170, -1.092

No. 2
Formula: C6H18Li2O4
Source: OMol25
Level of theory: ωB97M-V with the def2-TZVPD basis set

## Properties
F_max: 1.86 eV/Å
LUMO: -1.058 eV
energy relative to the best compared isomer or geometry (same formula, charge and spin): 676.4 kJ/mol

```
! RIJCOSX wB97M-V def2-TZVPD def2/J DEFGRID3
* xyz 0 1
Li 0.63 -1.46 1.73
Li -0.08 0.09 -1.67
C -4.74 -0.65 0.25
C -3.54 -1.12 1.06
C -3.93 -2.26 1.99
O -2.41 -1.42 0.28
H -4.70 0.44 0.14
H -5.59 -0.62 0.94
H -5.07 -1.16 -0.64
H -3.29 -0.29 1.72
H -4.04 -3.20 1.45
H -4.81 -1.99 2.57
H -3.07 -2.46 2.63
C 4.94 1.45 -0.53
C 4.30 0.14 0.09
C 4.40 0.27 1.67
O 3.01 -0.20 -0.22
H 4.58 2.42 -0.19
H 4.86 1.43 -1.62
H 5.98 1.42 -0.19
H 4.99 -0.66 -0.20
H 4.38 -0.72 2.13
H 3.55 0.87 2.00
H 5.37 0.59 2.06
O -1.34 2.63 -0.98
H -2.23 2.96 -0.89
H -0.80 3.31 -0.58
O -0.28 0.20 -4.68
H -1.17 0.37 -4.97
H 0.09 -0.37 -5.36
*
```

natural (NBO) population analysis, charges in e, atoms 1 to 6: 0.930, 0.972, -0.631, 0.101, -0.621, -1.045

No. 3
Formula: C5H8O2S
Source: OMol25
Level of theory: ωB97M-V with the def2-TZVPD basis set

## Properties
F_max: 1.31 eV/Å
LUMO: 0.564 eV
energy relative to the best compared isomer or geometry (same formula, charge and spin): 58.2 kJ/mol
structure (SMILES): OC[C@@H]1CCC(=S)O1

```
! RIJCOSX wB97M-V def2-TZVPD def2/J DEFGRID3
* xyz 0 1
O -3.15 -0.19 -0.45
C -1.91 -0.84 -0.35
C -1.03 -0.10 0.66
C -0.77 1.40 0.34
C 0.58 1.32 -0.38
C 1.19 0.01 0.03
S 2.74 -0.43 -0.21
O 0.29 -0.70 0.72
H -3.88 -0.75 -0.21
H -1.42 -0.81 -1.34
H -2.02 -1.88 -0.04
H -1.52 -0.34 1.64
H -1.60 1.90 -0.21
H -0.65 1.88 1.32
H 1.25 2.16 -0.16
H 0.43 1.26 -1.48
*
```

natural (NBO) population analysis, charges in e, atoms 1 to 6: -0.726, -0.083, 0.081, -0.438, -0.523, 0.241

No. 4
Formula: C7H10F5N2Sn
Source: OMol25
Level of theory: ωB97M-V with the def2-TZVPD basis set

## Properties
F_max: 4.95 eV/Å
LUMO: -4.825 eV

```
! RIJCOSX wB97M-V def2-TZVPD def2/J DEFGRID3
* xyz 1 1
C -2.28 0.57 -1.54
Sn -0.60 0.79 -0.51
N 1.44 -0.23 1.23
N 0.48 -0.94 -1.54
H 1.13 -1.14 1.61
H -0.93 2.29 -1.23
H -3.17 1.14 -1.10
H -2.35 -0.57 -1.30
H -2.24 0.74 -2.68
H 0.55 -1.79 -0.97
H 1.43 -0.74 -1.85
H -0.05 -1.19 -2.35
H 2.37 -0.38 0.84
H 1.54 0.38 2.04
F -0.74 -2.59 0.40
C -1.51 -1.78 1.21
C -1.44 -0.38 1.10
C -2.24 0.35 1.96
F -2.23 1.73 1.82
C -3.11 -0.24 2.84
F -3.83 0.52 3.71
C -3.19 -1.63 2.86
F -4.00 -2.22 3.77
C -2.40 -2.36 2.04
F -2.47 -3.73 2.10
*
```

natural (NBO) population analysis, charges in e, atoms 1 to 6: -1.233, 1.544, -1.080, -1.020, 0.389, -0.009

Q: What is the LUMO in the first record?
A: 0.654 eV

Q: The highest F_max belongs to which entry?
A: C2H9NO3Si

Q: The highest LUMO belongs to which entry?
A: C2H9NO3Si